Arrangement one

Entry from OMol25: C2H4N2S2 in the gas phase (wB97M-V/def2-TZVPD).

Values from the calculation:
SMILES string   N#CCSSN
HOMO energy   -9.20 eV
M   120.20 g mol⁻¹
Multiplicity   1

Bonds (Å) are listed after each position.
Cartesian coordinates (Å):
1 N 0.538 1.584 -0.833  C2 1.135
2 C -0.143 0.733 -1.149  N1 1.135, C3 1.430
3 C -1.190 -0.238 -1.223  C2 1.430, S4 2.102, H7 1.310, H8 1.167
4 S -0.768 -1.583 0.336  C3 2.102, S5 2.150
5 S -0.414 0.043 1.697  S4 2.150, N6 1.672
6 N 1.252 0.181 1.711  S5 1.672, H9 1.019, H10 0.989
7 H -0.272 -0.551 -2.104  C3 1.310
8 H -2.333 -0.377 -1.415  C3 1.167
9 H 1.843 -0.598 1.998  N6 1.019
10 H 1.486 0.807 0.982  N6 0.989

Arrangement two

Entry from OMol25: C2H4N2S2 in the gas phase (wB97M-V/def2-TZVPD).

Values from the calculation:
SMILES string   [H]/N=C\NSC=S
HOMO energy   -9.05 eV
M   120.20 g mol⁻¹
Multiplicity   1

Bonds (Å) are listed after each position.
Cartesian coordinates (Å):
1 H 0.016 2.274 1.114  N2 1.046
2 N 0.101 1.466 1.772  H1 1.046, C3 1.296
3 C -0.208 0.234 1.513  N2 1.296, N4 1.345, H8 1.144
4 N -0.707 -0.356 0.413  C3 1.345, S5 1.701, H9 1.151
5 S -1.059 0.017 -1.209  N4 1.701, C6 1.724
6 C 0.404 -0.463 -1.984  S5 1.724, S7 1.641, H10 1.128
7 S 1.844 -1.053 -1.464  C6 1.641
8 H 0.257 -0.656 2.061  C3 1.144
9 H -1.043 -1.374 0.832  N4 1.151
10 H 0.395 -0.089 -3.049  C6 1.128

Most stable = arrangement two

Arrangement one

Entry from OMol25: C2H4N2S2 in the gas phase (wB97M-V/def2-TZVPD).

Values from the calculation:
SMILES string   [H]/N=C(/N)SC=S
HOMO energy   -8.98 eV
M   120.20 g mol⁻¹
Multiplicity   1

Bonds (Å) are listed after each position.
Cartesian coordinates (Å):
1 H -1.635 -1.873 -0.652  N2 0.983
2 N -1.872 -0.950 -0.411  H1 0.983, C3 1.262
3 C -0.867 -0.344 0.055  N2 1.262, N4 1.389, S5 1.800
4 N -0.869 1.029 0.264  C3 1.389, H8 0.988, H9 1.020
5 S 0.684 -1.153 0.476  C3 1.800, C6 1.752
6 C 1.888 -0.045 -0.149  S5 1.752, S7 1.605, H10 1.181
7 S 3.474 -0.265 -0.040  C6 1.605
8 H -0.414 1.309 1.095  N4 0.988
9 H -1.793 1.422 0.082  N4 1.020
10 H 1.404 0.870 -0.718  C6 1.181

Arrangement two

Entry from OMol25: 3 unconnected molecules or ions with the total composition C2H4N2S2 (wB97M-V/def2-TZVPD).

Values from the calculation:
HOMO energy   -8.98 eV
M   120.20 g mol⁻¹
Multiplicity   1

Bonds (Å) are listed after each position.
Cartesian coordinates (Å):
1 C -0.212 -0.123 -0.118  C2 1.475, N7 1.337, N8 1.264
2 C -1.510 -0.817 -0.035  C1 1.475, H5 1.111, S9 1.688
3 H 1.070 1.757 -0.763  no bonds
4 H -0.915 1.708 0.045  N7 0.979
5 H -1.586 -1.842 -0.458  C2 1.111
6 H 3.100 -0.990 1.442  no bonds
7 N -0.079 1.200 0.018  C1 1.337, H4 0.979
8 N 0.772 -0.909 -0.225  C1 1.264, S10 1.814
9 S -2.969 0.025 0.082  C2 1.688
10 S 2.329 -0.009 0.012  N8 1.814

Most stable = arrangement one

Arrangement one

Entry from OMol25: C23H40N2O3 in the gas phase (wB97M-V/def2-TZVPD).

Values from the calculation:
SMILES string   C=CCOC[C@@H](C(=O)N1CC2(CCCN(C(=O)[C@H](C)C(C)C)C2)C1)C(C)(C)C
HOMO energy   -8.98 eV
M   392.58 g mol⁻¹
Multiplicity   1

Bonds (Å) are listed after each position.
Cartesian coordinates (Å):
1 C 4.585 0.491 0.466  C2 1.324, H29 1.082, H30 1.084
2 C 3.754 1.167 -0.312  C1 1.324, C3 1.494, H31 1.086
3 C 2.593 1.962 0.190  C2 1.494, O4 1.417, H32 1.097, H33 1.099
4 O 1.451 1.648 -0.588  C3 1.417, C5 1.420
5 C 0.436 2.638 -0.510  O4 1.420, C6 1.519, H34 1.096, H35 1.096
6 C -0.693 2.195 -1.424  C5 1.519, C7 1.521, C25 1.554, H36 1.093
7 C -1.289 0.926 -0.831  C6 1.521, O8 1.223, N9 1.358
8 O -1.835 0.919 0.264  C7 1.223
9 N -1.213 -0.195 -1.593  C7 1.358, C10 1.481, C24 1.470
10 C -0.089 -0.631 -2.454  N9 1.481, C11 1.546, H37 1.092, H38 1.090
11 C -0.011 -1.929 -1.618  C10 1.546, C12 1.516, C23 1.527, C24 1.546
12 C 0.085 -3.274 -2.310  C11 1.516, C13 1.530, H39 1.093, H40 1.096
13 C 0.025 -4.397 -1.271  C12 1.530, C14 1.527, H41 1.095, H42 1.092
14 C 1.074 -4.201 -0.179  C13 1.527, N15 1.456, H43 1.086, H44 1.097
15 N 0.950 -2.875 0.412  C14 1.456, C16 1.369, C23 1.448
16 C 0.574 -2.745 1.722  N15 1.369, O17 1.221, C18 1.529
17 O 0.437 -3.724 2.438  C16 1.221
18 C 0.408 -1.334 2.287  C16 1.529, C19 1.532, C20 1.534, H45 1.093
19 C 1.800 -0.869 2.728  C18 1.532, H46 1.092, H47 1.090, H48 1.092
20 C -0.628 -1.326 3.418  C18 1.534, C21 1.528, C22 1.527, H49 1.093
21 C -2.001 -1.727 2.882  C20 1.528, H50 1.094, H51 1.091, H52 1.091
22 C -0.720 0.053 4.068  C20 1.527, H53 1.095, H54 1.091, H55 1.090
23 C 1.079 -1.806 -0.555  C11 1.527, N15 1.448, H56 1.098, H57 1.087
24 C -1.381 -1.538 -1.018  N9 1.470, C11 1.546, H58 1.088, H59 1.092
25 C -1.774 3.283 -1.672  C6 1.554, C26 1.531, C27 1.532, C28 1.531
26 C -2.980 2.639 -2.361  C25 1.531, H60 1.091, H61 1.092, H62 1.093
27 C -1.193 4.344 -2.612  C25 1.532, H63 1.091, H64 1.093, H65 1.092
28 C -2.230 3.953 -0.374  C25 1.531, H66 1.092, H67 1.092, H68 1.089
29 H 5.437 -0.038 0.059  C1 1.082
30 H 4.447 0.454 1.541  C1 1.084
31 H 3.903 1.192 -1.387  C2 1.086
32 H 2.407 1.762 1.252  C3 1.097
33 H 2.814 3.034 0.086  C3 1.099
34 H 0.074 2.729 0.519  C5 1.096
35 H 0.844 3.606 -0.825  C5 1.096
36 H -0.256 1.958 -2.398  C6 1.093
37 H -0.409 -0.786 -3.487  C10 1.092
38 H 0.791 0.011 -2.417  C10 1.090
39 H -0.718 -3.382 -3.043  C12 1.093
40 H 1.033 -3.330 -2.858  C12 1.096
41 H -0.965 -4.410 -0.803  C13 1.095
42 H 0.168 -5.368 -1.748  C13 1.092
43 H 0.967 -4.933 0.615  C14 1.086
44 H 2.079 -4.297 -0.608  C14 1.097
45 H 0.032 -0.650 1.522  C18 1.093
46 H 2.514 -0.944 1.905  C19 1.092
47 H 1.783 0.167 3.065  C19 1.090
48 H 2.163 -1.493 3.547  C19 1.092
49 H -0.313 -2.061 4.164  C20 1.093
50 H -2.350 -0.990 2.151  C21 1.094
51 H -1.976 -2.712 2.413  C21 1.091
52 H -2.733 -1.765 3.691  C21 1.091
53 H -0.937 0.816 3.314  C22 1.095
54 H -1.531 0.071 4.798  C22 1.091
55 H 0.196 0.332 4.590  C22 1.090
56 H 2.062 -1.881 -1.039  C23 1.098
57 H 1.041 -0.829 -0.081  C23 1.087
58 H -1.479 -1.542 0.066  C24 1.088
59 H -2.227 -2.065 -1.464  C24 1.092
60 H -3.484 1.931 -1.701  C26 1.091
61 H -3.702 3.408 -2.645  C26 1.092
62 H -2.678 2.107 -3.267  C26 1.093
63 H -0.321 4.841 -2.183  C27 1.091
64 H -0.900 3.904 -3.568  C27 1.093
65 H -1.942 5.113 -2.812  C27 1.092
66 H -1.420 4.517 0.093  C28 1.092
67 H -3.034 4.659 -0.592  C28 1.092
68 H -2.595 3.217 0.341  C28 1.089

Arrangement two

Entry from OMol25: C23H40N2O3 in the gas phase (wB97M-V/def2-TZVPD).

Values from the calculation:
SMILES string   C=CCOC[C@@H](C(=O)N1CC2(CCCN(C(=O)[C@H](C)C(C)C)C2)C1)C(C)(C)C
HOMO energy   -9.09 eV
M   392.58 g mol⁻¹
Multiplicity   1

Bonds (Å) are listed after each position.
Cartesian coordinates (Å):
1 C -1.740 4.328 0.999  C2 1.305, H29 1.083, H30 1.087
2 C -0.653 3.694 0.655  C1 1.305, C3 1.484, H31 1.090
3 C -0.092 3.707 -0.719  C2 1.484, O4 1.414, H32 1.094, H33 1.100
4 O 0.123 2.401 -1.218  C3 1.414, C5 1.405
5 C -0.803 2.135 -2.241  O4 1.405, C6 1.488, H34 1.099, H35 1.101
6 C -0.554 0.763 -2.761  C5 1.488, C7 1.498, C25 1.497, H36 1.105
7 C -0.691 -0.268 -1.683  C6 1.498, O8 1.216, N9 1.357
8 O -1.753 -0.527 -1.150  C7 1.216
9 N 0.447 -0.963 -1.427  C7 1.357, C10 1.471, C24 1.457
10 C 1.839 -0.487 -1.435  N9 1.471, C11 1.564, H37 1.086, H38 1.085
11 C 2.083 -1.243 -0.088  C10 1.564, C12 1.512, C23 1.495, C24 1.558
12 C 3.240 -2.216 -0.062  C11 1.512, C13 1.514, H39 1.093, H40 1.103
13 C 3.367 -2.932 1.266  C12 1.514, C14 1.493, H41 1.096, H42 1.096
14 C 3.376 -1.927 2.371  C13 1.493, N15 1.430, H43 1.076, H44 1.102
15 N 2.207 -1.104 2.311  C14 1.430, C16 1.363, C23 1.434
16 C 1.178 -1.377 3.162  N15 1.363, O17 1.211, C18 1.493
17 O 1.269 -2.266 3.979  C16 1.211
18 C -0.003 -0.464 3.164  C16 1.493, C19 1.507, C20 1.491, H45 1.105
19 C 0.346 0.673 4.089  C18 1.507, H46 1.095, H47 1.086, H48 1.091
20 C -1.232 -1.198 3.577  C18 1.491, C21 1.507, C22 1.512, H49 1.095
21 C -1.544 -2.318 2.619  C20 1.507, H50 1.098, H51 1.093, H52 1.091
22 C -2.406 -0.251 3.680  C20 1.512, H53 1.097, H54 1.090, H55 1.093
23 C 2.168 -0.339 1.099  C11 1.495, N15 1.434, H56 1.105, H57 1.086
24 C 0.657 -1.838 -0.281  N9 1.457, C11 1.558, H58 1.084, H59 1.084
25 C -1.432 0.424 -3.924  C6 1.497, C26 1.508, C27 1.516, C28 1.511
26 C -1.216 -1.030 -4.262  C25 1.508, H60 1.093, H61 1.091, H62 1.097
27 C -1.023 1.271 -5.113  C25 1.516, H63 1.094, H64 1.096, H65 1.091
28 C -2.897 0.655 -3.635  C25 1.511, H66 1.095, H67 1.094, H68 1.089
29 H -2.115 4.300 2.014  C1 1.083
30 H -2.306 4.909 0.275  C1 1.087
31 H -0.101 3.106 1.388  C2 1.090
32 H -0.743 4.275 -1.391  C3 1.094
33 H 0.886 4.210 -0.710  C3 1.100
34 H -1.827 2.221 -1.851  C5 1.099
35 H -0.677 2.864 -3.056  C5 1.101
36 H 0.487 0.736 -3.133  C6 1.105
37 H 2.399 -0.909 -2.264  C10 1.086
38 H 1.925 0.593 -1.377  C10 1.085
39 H 3.105 -2.947 -0.863  C12 1.093
40 H 4.175 -1.673 -0.279  C12 1.103
41 H 2.524 -3.616 1.418  C13 1.096
42 H 4.275 -3.544 1.295  C13 1.096
43 H 3.440 -2.379 3.345  C14 1.076
44 H 4.246 -1.261 2.253  C14 1.102
45 H -0.201 -0.056 2.156  C18 1.105
46 H 1.302 1.130 3.813  C19 1.095
47 H -0.415 1.447 4.060  C19 1.086
48 H 0.435 0.309 5.114  C19 1.091
49 H -1.050 -1.636 4.564  C20 1.095
50 H -1.762 -1.929 1.616  C21 1.098
51 H -0.715 -3.028 2.552  C21 1.093
52 H -2.424 -2.866 2.961  C21 1.091
53 H -2.563 0.287 2.736  C22 1.097
54 H -3.313 -0.814 3.900  C22 1.090
55 H -2.277 0.486 4.477  C22 1.093
56 H 3.114 0.228 1.029  C23 1.105
57 H 1.375 0.404 1.103  C23 1.086
58 H -0.046 -1.659 0.525  C24 1.084
59 H 0.668 -2.877 -0.587  C24 1.084
60 H -1.579 -1.680 -3.462  C26 1.093
61 H -1.757 -1.281 -5.176  C26 1.091
62 H -0.152 -1.247 -4.421  C26 1.097
63 H -1.230 2.334 -4.954  C27 1.094
64 H 0.045 1.161 -5.333  C27 1.096
65 H -1.583 0.957 -5.995  C27 1.091
66 H -3.109 1.711 -3.435  C28 1.095
67 H -3.492 0.356 -4.503  C28 1.094
68 H -3.221 0.073 -2.774  C28 1.089

Most stable = arrangement one